# 1
A single C17H21N3O5S molecule at a distorted geometry, computed with ωB97M-V/def2-TZVPD.

Structure (SMILES) ... COCC(=O)Oc1c(Sc2ccccc2[N+](=O)[O-])c(C)nn1C(C)(C)C
LUMO ... -0.62 eV
Highest occupied orbital energy ... -0.3169 Eh
Frontier orbital gap ... 8.0 eV

Positions of all 47 atoms, in Å:
O (1.74, -2.18, -0.53)
O (1.72, 2.15, -4.87)
O (1.21, 0.12, -4.05)
N (1.06, 1.09, 2.68)
O (-0.14, -0.93, -0.15)
O (-0.35, -3.63, -2.16)
S (1.93, 1.17, -1.11)
C (0.61, -1.74, -0.87)
C (1.87, 1.42, 1.79)
C (1.40, 0.84, 0.54)
C (0.55, -0.19, 0.82)
C (-1.66, 3.20, -1.50)
C (-1.96, 3.00, -2.79)
C (-0.51, 2.67, -1.00)
C (-1.03, 2.42, -3.67)
C (0.43, 1.91, -1.80)
C (0.14, 1.91, -3.23)
N (0.17, 0.10, 2.14)
N (1.06, 1.36, -4.10)
C (0.45, -4.80, -2.21)
C (3.01, 2.51, 1.61)
C (0.24, -2.32, -2.18)
C (-2.40, -0.12, 2.54)
C (-0.84, -0.28, 4.46)
C (-0.78, -2.09, 2.81)
C (-0.95, -0.57, 2.92)
H (-2.36, 3.66, -0.84)
H (-2.86, 3.41, -3.29)
H (-0.12, 2.72, -0.03)
H (-1.25, 2.18, -4.73)
H (0.44, -5.22, -1.25)
H (0.03, -5.48, -2.88)
H (1.55, -4.63, -2.36)
H (3.91, 2.22, 1.09)
H (3.25, 3.02, 2.61)
H (2.60, 3.27, 1.02)
H (-0.47, -1.67, -2.66)
H (1.02, -2.26, -2.90)
H (-2.47, 1.01, 2.55)
H (-2.65, -0.49, 1.52)
H (-3.15, -0.67, 3.08)
H (-1.06, 0.74, 4.78)
H (-1.47, -0.93, 5.05)
H (0.14, -0.55, 4.87)
H (-0.91, -2.52, 1.86)
H (0.31, -2.32, 2.97)
H (-1.47, -2.51, 3.46)

---

# 2
A single C3H4FNS molecule at a distorted geometry, computed with ωB97M-V/def2-TZVPD.

Structure (SMILES) ... CS[C@@H](F)C#N
LUMO ... 0.65 eV
Highest occupied orbital energy ... -0.3601 Eh
Frontier orbital gap ... 10.4 eV

Positions of all 10 atoms, in Å:
C (-2.25, -0.04, 0.40)
C (1.69, -0.36, -0.23)
C (-0.88, 0.36, 0.11)
N (-3.29, -0.40, 0.56)
F (-0.84, 1.32, -0.82)
S (0.08, -1.12, -0.37)
H (2.02, -0.30, 0.78)
H (1.51, 0.66, -0.78)
H (2.56, -0.91, -0.79)
H (-0.60, 0.80, 1.15)

---

# 3
A single C4H6O2 molecule at a distorted geometry, computed with ωB97M-V/def2-TZVPD.

LUMO (alpha / beta) ... -1.04 / -1.04 eV
Highest occupied orbital energy (alpha / beta) ... -0.3474 / -0.3473 Eh
Frontier orbital gap (alpha / beta) ... 8.4 / 8.4 eV

Positions of all 12 atoms, in Å:
C (0.52, -0.64, -1.30)
C (0.79, 0.54, -0.47)
O (1.06, 1.57, -1.14)
C (0.17, 0.67, 0.91)
C (-1.21, 0.22, 1.13)
O (-0.10, -0.49, 1.67)
H (0.72, -1.68, -1.13)
H (0.22, -0.38, -2.32)
H (1.82, -0.20, -0.38)
H (0.55, 1.53, 1.45)
H (-1.73, -0.29, 0.32)
H (-1.84, 0.74, 1.85)

---

# 4
5 unconnected molecules or ions with the total composition C3H18N2O4S at a distorted geometry, computed with ωB97M-V/def2-TZVPD.

Structure (SMILES) ... NC[C@H](N)CS.O.O.O.O
LUMO ... 0.42 eV
Highest occupied orbital energy ... -0.3265 Eh
Frontier orbital gap ... 9.3 eV

Positions of all 28 atoms, in Å:
N (-1.15, -0.08, -1.30)
C (-0.95, 0.40, 0.08)
C (-0.07, 1.63, 0.10)
S (-0.52, 2.99, -1.04)
C (-0.21, -0.70, 0.88)
N (-1.02, -1.88, 1.08)
H (-1.36, -1.07, -1.21)
H (-0.25, 0.02, -1.76)
H (-1.88, 0.56, 0.60)
H (0.97, 1.34, -0.02)
H (-0.07, 2.22, 1.01)
H (-0.86, 2.31, -2.14)
H (0.73, -0.90, 0.36)
H (0.22, -0.39, 1.85)
H (-1.99, -1.70, 0.95)
H (-0.85, -2.44, 1.87)
H (-2.18, 0.41, 2.96)
H (-3.73, 0.65, 2.87)
O (-3.00, 0.10, 2.56)
H (1.91, -1.04, -1.01)
H (2.80, -0.25, -1.92)
O (2.61, -0.37, -0.99)
H (-0.26, -1.94, -2.35)
H (0.52, -2.86, -3.28)
O (0.52, -2.51, -2.38)
H (2.61, 1.65, 0.81)
H (4.05, 1.69, 0.45)
O (3.40, 2.17, 0.98)

---

# 5
A molecular structure, C39H57GeKN4O2P2 at a distorted geometry, computed with ωB97M-V/def2-TZVPD.

LUMO ... 0.15 eV
Highest occupied orbital energy ... -0.1925 Eh
Frontier orbital gap ... 5.4 eV

Positions of all 106 atoms, in Å:
K (0.28, -0.17, -0.20)
C (-3.82, -0.80, 0.95)
C (-2.77, -1.16, 2.00)
N (-1.60, -0.30, 2.01)
C (-1.54, 0.78, 2.97)
C (-1.07, 2.09, 2.36)
N (0.19, 1.95, 1.66)
C (0.78, 3.20, 1.19)
C (-0.03, 3.92, 0.12)
C (-0.01, 3.35, -1.30)
N (-0.77, 2.13, -1.48)
C (-2.20, 2.29, -1.46)
C (-2.93, 0.99, -1.80)
N (-2.45, -0.14, -1.03)
C (-3.42, -1.07, -0.50)
H (-4.10, 0.25, 1.06)
H (-4.72, -1.38, 1.17)
H (-2.43, -2.19, 1.81)
H (-3.24, -1.18, 2.99)
H (-0.74, -0.82, 1.96)
H (-0.89, 0.52, 3.82)
H (-2.53, 0.94, 3.39)
H (-1.02, 2.86, 3.15)
H (-1.82, 2.42, 1.63)
H (0.87, 1.47, 2.26)
H (1.77, 2.97, 0.79)
H (0.92, 3.90, 2.03)
H (0.40, 4.93, 0.05)
H (-1.06, 4.09, 0.45)
H (1.02, 3.12, -1.57)
H (-0.36, 4.14, -1.99)
H (-0.46, 1.69, -2.35)
H (-2.55, 3.08, -2.14)
H (-2.50, 2.60, -0.45)
H (-2.86, 0.80, -2.88)
H (-4.00, 1.13, -1.58)
H (-1.72, -0.64, -1.51)
H (-2.99, -2.08, -0.56)
H (-4.33, -1.10, -1.12)
O (1.17, -1.72, 1.48)
P (1.31, -3.20, 1.62)
C (0.30, -4.13, 0.43)
P (0.31, -3.58, -1.31)
O (-0.13, -2.16, -1.43)
C (-0.76, -4.73, -2.19)
C (-1.26, -4.27, -3.41)
C (-2.05, -5.09, -4.19)
C (-2.35, -6.38, -3.76)
C (-1.86, -6.84, -2.54)
C (-1.06, -6.01, -1.76)
C (1.98, -3.84, -1.90)
C (2.82, -2.73, -1.90)
C (4.15, -2.89, -2.28)
C (4.62, -4.13, -2.65)
C (3.78, -5.24, -2.66)
C (2.45, -5.09, -2.29)
C (0.71, -3.76, 3.23)
C (0.80, -5.10, 3.63)
C (0.31, -5.49, 4.86)
C (-0.27, -4.55, 5.70)
C (-0.34, -3.22, 5.32)
C (0.15, -2.82, 4.08)
C (3.02, -3.71, 1.44)
C (3.99, -2.75, 1.67)
C (5.33, -3.07, 1.55)
C (5.71, -4.36, 1.19)
C (4.74, -5.32, 0.95)
C (3.40, -5.00, 1.07)
H (-0.74, -4.01, 0.78)
H (0.54, -5.19, 0.50)
H (-1.02, -3.26, -3.75)
H (-2.43, -4.73, -5.13)
H (-2.97, -7.02, -4.37)
H (-2.10, -7.84, -2.21)
H (-0.70, -6.39, -0.82)
H (2.44, -1.74, -1.67)
H (4.79, -2.02, -2.30)
H (5.66, -4.24, -2.95)
H (4.14, -6.20, -2.98)
H (1.79, -5.95, -2.32)
H (1.26, -5.84, 2.98)
H (0.38, -6.53, 5.16)
H (-0.65, -4.85, 6.67)
H (-0.78, -2.48, 5.98)
H (0.09, -1.78, 3.78)
H (3.70, -1.73, 1.92)
H (6.08, -2.31, 1.73)
H (6.76, -4.60, 1.09)
H (5.04, -6.32, 0.64)
H (2.66, -5.77, 0.85)
C (0.86, 1.67, -4.60)
Ge (2.28, 0.45, -3.94)
C (3.81, 0.76, -5.17)
C (1.59, -1.33, -4.49)
C (2.55, 0.64, -2.06)
H (0.93, 1.78, -5.69)
H (0.93, 2.67, -4.16)
H (-0.13, 1.27, -4.40)
H (3.56, 0.60, -6.21)
H (4.63, 0.08, -4.91)
H (4.18, 1.78, -5.06)
H (1.20, -1.25, -5.50)
H (0.78, -1.63, -3.81)
H (2.35, -2.11, -4.49)
H (2.78, 1.71, -1.89)
H (3.47, 0.12, -1.77)

---

# 6
A single C2H3N3O2 molecule at a distorted geometry, computed with ωB97M-V/def2-TZVPD.

Structure (SMILES) ... Nc1noc(=O)[nH]1
LUMO ... 0.31 eV
Highest occupied orbital energy ... -0.3268 Eh
Frontier orbital gap ... 9.2 eV

Positions of all 10 atoms, in Å:
N (1.26, 1.31, 0.15)
C (0.21, 0.44, -0.05)
N (-0.77, 0.84, -0.81)
O (-1.79, -0.08, -0.69)
C (-1.33, -1.38, -0.14)
O (-1.98, -2.27, 0.31)
N (0.07, -0.82, 0.44)
H (2.19, 1.00, 0.38)
H (1.17, 2.18, -0.35)
H (0.94, -1.26, 0.78)